Here is a 2-piece molecular cluster, C4H7N3S overall at a distorted geometry from the OMol25 dataset. Energies are from ωB97M-V with the def2-TZVPD basis set.

Geometry as XYZ:
```
15
Properties=species:S:1:pos:R:3:forces:R:3:mulliken_charge:R:1
C -1.407 -0.351 0.401 -0.32 1.49 2.89 -0.8128
C -0.373 0.949 0.553 1.01 -4.46 -1.38 0.2697
C 1.040 0.426 0.905 -3.18 0.71 1.01 -0.3487
C 0.476 0.690 -1.610 -0.53 1.82 0.22 0.0370
H -0.989 -2.998 1.376 -1.27 3.44 1.41 0.1187
H -2.291 -0.209 -0.220 -0.51 1.20 0.74 0.5005
H -1.164 -1.261 -0.032 2.47 -0.92 -1.72 0.2392
H -0.624 1.720 1.285 -0.69 -0.13 -0.44 0.3823
H 1.130 0.179 1.905 0.98 0.20 2.18 0.5074
H 2.310 -0.167 -2.003 -1.52 0.44 3.33 0.2859
H 0.343 0.865 -2.735 0.45 -0.47 1.69 0.3149
N 1.947 0.067 0.143 1.71 -1.25 -1.58 -0.5831
N 1.600 0.022 -1.170 0.91 -0.31 -4.39 -0.0202
N -0.347 1.273 -0.812 -0.16 1.35 -2.96 -0.6543
S -1.651 -1.203 2.015 0.64 -3.10 -1.01 -0.2365
```
Positions in Å, forces in eV/Å.

The value obtained for the energy above the lowest of the compared OMol25 structures with the same formula, charge and spin is 149.5 kcal/mol. As for the energy: -19561.2961 eV. The HOMO energy comes out at -0.3122 hartree. The value obtained for the HOMO-LUMO gap is 7.57 eV.


Here is one molecule with the formula C4H7N3S from the OMol25 dataset. Energies are from ωB97M-V with the def2-TZVPD basis set.

Geometry as XYZ:
```
15
Properties=species:S:1:pos:R:3:forces:R:3:mulliken_charge:R:1
H -1.724 -1.270 2.673 -0.03 0.20 0.00 0.2380
N -1.352 -0.780 1.862 0.05 -0.46 -0.04 -0.5529
C -0.635 -1.601 1.205 -0.04 0.27 0.31 -0.0671
N 0.086 -1.234 0.093 0.02 -0.26 -0.54 -0.4324
N -0.316 -0.026 -0.546 0.03 0.10 0.23 0.0202
C 0.641 0.393 -1.596 -0.31 0.05 -0.72 -0.3972
C 0.670 1.767 -0.980 0.07 0.45 0.24 0.0920
S 1.166 3.225 -1.436 -0.15 -0.44 0.08 -0.3166
C 0.002 1.186 0.254 -0.10 0.44 -0.13 -0.3424
H -0.432 -2.634 1.493 -0.07 -0.06 -0.04 0.3516
H 0.119 -1.968 -0.609 0.09 0.04 0.24 0.2811
H 1.624 -0.078 -1.528 0.11 -0.13 0.17 0.3053
H 0.273 0.295 -2.634 0.11 0.10 0.49 0.2758
H -0.850 1.712 0.695 0.09 -0.16 -0.25 0.2993
H 0.727 1.012 1.054 0.13 -0.15 -0.06 0.2452
```
Positions in Å, forces in eV/Å.

The value obtained for the energy above the lowest of the compared OMol25 structures with the same formula, charge and spin is 80.3 kcal/mol. As for the energy: -19564.2963 eV. Its SMILES is [H]/N=C/NN1CC(=S)C1. The HOMO energy comes out at -0.3204 hartree. The value obtained for the HOMO-LUMO gap is 8.59 eV.